No. 1
C3H8N2O | ωB97M-V with the def2-TZVPD basis set

The geometry in XYZ format:
```
14
Properties=species:S:1:pos:R:3:mulliken_charge:R:1
O 3.37 -0.42 -0.31 -0.60
N 1.46 0.68 -0.35 -0.07
N 0.18 0.88 0.16 -0.47
C 2.32 -0.10 0.28 0.25
C -2.21 -0.21 -0.25 -1.06
C -0.59 -0.36 0.10 -0.35
H -2.65 0.36 0.53 0.30
H -2.27 0.39 -1.20 0.28
H -2.77 -1.15 -0.42 0.33
H -0.41 -0.96 1.05 0.27
H 0.31 1.30 1.05 0.26
H 1.93 -0.41 1.33 0.23
H -0.13 -0.88 -0.71 0.37
H 1.45 0.87 -1.28 0.25
```

SMILES string = CCNNC=O
frontier orbital gap = 10.4 eV
LUMO energy = 0.9 eV
electronic energy = -303.7946 a.u.
net charge = 0

=====

No. 2
C27H15Cl5O7SV | ωB97M-V with the def2-TZVPD basis set

The geometry in XYZ format:
```
56
Properties=species:S:1:pos:R:3:mulliken_charge:R:1
V 0.03 0.19 -0.54 0.13
Cl 3.45 5.52 1.83 -0.13
Cl 5.49 3.33 2.70 -0.12
Cl 4.87 0.31 2.14 -0.15
Cl 0.79 4.67 0.37 -0.12
Cl 2.15 -0.43 0.69 -0.13
S -0.99 -0.59 2.35 0.28
O -1.06 -0.61 0.78 -0.32
O 2.35 -3.53 -6.98 -0.44
O -2.60 1.57 -2.09 -0.09
O 0.56 1.74 0.05 -0.07
O 2.98 -1.32 -6.82 -0.47
O 0.06 -1.41 -1.51 -0.54
O 1.05 0.34 -2.23 -0.75
C 1.18 -1.60 -3.64 -0.18
C -1.73 1.10 -1.58 0.45
C -3.64 -2.58 4.54 -0.68
C 4.05 2.89 1.90 0.35
C 3.13 3.87 1.50 0.37
C 3.06 -2.47 -7.67 -0.23
C -1.32 1.09 2.77 0.70
C -2.54 1.71 2.50 -0.34
C 1.95 3.52 0.86 0.11
C -2.51 -1.92 4.11 -0.41
C 1.17 -3.69 -4.87 -1.03
C -1.62 3.75 3.39 -0.54
C -0.26 1.77 3.37 -0.49
C 1.70 2.17 0.63 -0.55
C 0.79 -0.88 -2.49 1.70
C -2.68 3.05 2.81 -0.74
C -0.42 3.11 3.67 -0.67
C -2.46 -1.46 2.80 0.64
C 0.82 -2.95 -3.76 -0.55
C 1.93 -0.93 -4.65 -1.02
C 3.79 1.53 1.66 -0.03
C -4.70 -2.79 3.66 -0.48
C -4.63 -2.34 2.35 -0.69
C 1.90 -3.03 -5.84 1.00
C -3.50 -1.66 1.90 -0.26
C 2.27 -1.68 -5.73 0.70
C 2.61 1.21 1.02 1.17
H -3.70 -2.95 5.55 0.42
H -5.45 -2.52 1.67 0.43
H 4.10 -2.77 -7.80 0.28
H 2.21 0.11 -4.55 0.53
H 0.38 3.66 4.15 0.51
H 0.90 -4.73 -4.98 0.47
H 2.56 -2.27 -8.61 0.28
H -1.67 -1.77 4.78 0.44
H -1.75 4.79 3.64 0.46
H -3.36 1.14 2.07 0.51
H -3.61 3.55 2.61 0.45
H -5.58 -3.32 3.99 0.42
H -3.42 -1.32 0.88 0.38
H 0.25 -3.41 -2.96 0.54
H 0.66 1.25 3.60 0.48
```

multiplicity = 2
frontier orbital gap (alpha / beta) = 5.0 / 5.6 eV
LUMO energy (alpha / beta) = -8.5 / -7.9 eV
<S²> = 0.77
electronic energy = -5207.2196 a.u.
net charge = +2